One molecule with the formula H3OPS2, computed with ωB97M-V/def2-TZVPD.

The geometry in XYZ format:
```
7
Properties=species:S:1:pos:R:3:mulliken_charge:R:1
P -0.89 0.11 -0.10 -0.021
H -0.50 1.38 0.34 0.128
H -0.94 -0.41 1.18 0.147
H 1.30 -0.73 -1.67 0.246
S 1.26 -0.47 -0.32 0.284
S 2.58 0.85 0.08 -0.229
O 1.51 -2.24 0.27 -0.555
```

Output
E_LUMO = -1.08 eV
largest force on an atom = 6.19 eV/A
SMILES = O=[S@@H](P)=S
HOMO level = -9.58 eV
relative energy (zero: lowest compared OMol25 entry of this formula, charge and spin) = 560.4 kJ/mol

***

One molecule with the formula C11H13ClN4O2S2, computed with ωB97M-V/def2-TZVPD.

The geometry in XYZ format:
```
33
Properties=species:S:1:pos:R:3:mulliken_charge:R:1
N 0.27 -2.15 3.89 0.141
Cl -1.35 -0.22 -6.80 -0.198
C 0.38 1.26 2.88 -0.701
H -2.74 0.91 -4.61 0.416
H -1.67 0.28 1.02 0.427
C -1.78 0.56 -4.26 -0.732
H 0.06 -1.73 -0.16 0.333
H 1.68 -0.65 -3.05 0.445
S 1.55 -0.31 5.38 -0.412
C -1.41 0.71 -2.94 -0.384
O 1.69 0.24 -0.67 -0.739
C 0.35 -0.48 -4.74 -0.729
H 1.03 -0.93 -5.45 0.421
H 1.95 2.61 2.34 0.328
H -2.16 -1.44 0.99 0.371
H 2.51 1.15 3.16 0.388
C 0.67 -0.87 4.11 0.047
N -0.52 -0.91 -0.17 -0.179
S 0.28 0.42 -0.81 1.484
H 0.20 1.74 3.85 0.427
C -1.31 -0.75 1.03 -1.105
C -0.55 -1.04 2.28 0.904
H 2.00 1.08 1.46 0.168
C -0.17 0.26 -2.53 -0.064
O -0.34 1.59 -0.26 -0.661
H -0.32 1.65 2.14 0.328
N -0.48 -2.25 2.77 -0.778
C 0.72 -0.33 -3.41 -0.264
H 0.46 -2.94 4.47 0.188
H -2.06 1.17 -2.22 0.432
C 1.81 1.54 2.43 -0.886
C -0.90 -0.03 -5.15 0.388
N 0.15 -0.15 3.05 0.199
```

Output
E_LUMO = 0.13 eV
largest force on an atom = 1.01 eV/A
SMILES = CCn1c(CNS(=O)(=O)c2ccc(Cl)cc2)n[nH]c1=S
HOMO level = -7.98 eV

***

A 2-piece molecular cluster, C11H15N overall, computed with ωB97M-V/def2-TZVPD.

The geometry in XYZ format:
```
27
Properties=species:S:1:pos:R:3:mulliken_charge:R:1
H 1.26 -1.29 2.24 0.023
H -1.67 -3.38 -1.27 0.345
H 2.15 1.95 -0.37 0.234
H 0.10 1.24 3.21 0.286
N 0.49 -1.20 1.74 0.032
C -1.39 -0.50 0.51 0.749
H 2.90 0.06 -2.72 0.254
C -1.43 1.93 1.84 -0.264
C 3.04 1.03 -2.11 -0.867
C -0.53 -0.20 1.57 0.073
C -2.37 0.46 0.21 -0.380
H 1.13 0.58 -1.11 0.112
H 2.83 1.99 -2.63 0.250
C 0.18 -2.18 0.80 -0.940
C -1.41 -2.33 -1.37 -1.306
H -3.28 0.12 -0.29 0.279
H -1.51 3.00 1.96 0.337
H -3.18 2.36 0.46 0.251
C -0.85 -1.75 -0.08 0.681
H -0.74 -2.17 -2.18 0.280
C -0.64 0.97 2.42 -0.828
H 0.63 -3.08 0.75 0.547
C -2.31 1.67 0.75 -0.501
H 2.55 0.45 0.03 0.325
H -2.29 -1.82 -1.60 0.347
C 2.22 0.89 -0.91 -0.585
H 4.11 1.21 -1.85 0.268
```

Output
E_LUMO = 0.90 eV
largest force on an atom = 8.36 eV/A
SMILES = Cc1c[nH]c2ccccc12.CC
HOMO level = -7.71 eV
relative energy (zero: lowest compared OMol25 entry of this formula, charge and spin) = 253.7 kJ/mol

***

C19H47O20S5V as an isolated structure, computed with ωB97M-V/def2-TZVPD.

The geometry in XYZ format:
```
92
Properties=species:S:1:pos:R:3:mulliken_charge:R:1
C -13.71 10.82 22.62 -0.334
O -14.51 4.53 17.43 -0.686
H -13.76 5.59 19.91 0.259
H -15.39 6.31 19.57 -0.496
H -14.50 4.59 22.05 -0.261
C -16.14 8.96 27.17 -1.514
H -19.72 9.51 19.43 0.411
H -13.30 6.98 26.11 0.315
O -16.94 11.73 20.35 -0.572
C -14.33 6.32 19.33 0.202
C -14.83 10.48 19.38 -0.422
O -11.44 9.53 22.67 -0.403
O -11.78 11.12 20.84 -0.652
H -12.32 5.65 25.49 0.383
C -19.06 8.64 19.33 -1.562
O -14.96 1.87 24.19 -0.678
H -21.27 4.14 26.16 0.392
O -15.20 6.84 16.94 -0.328
O -12.87 6.35 17.17 -0.684
H -19.35 7.83 20.00 0.365
H -17.00 8.14 19.37 -0.414
H -20.91 5.50 27.18 0.383
H -18.17 11.07 22.88 0.537
H -16.57 10.30 22.48 -0.488
H -14.14 11.74 22.21 0.591
C -16.16 8.96 25.66 0.360
H -16.57 5.83 14.98 0.326
H -16.62 9.87 27.54 0.382
O -11.37 11.89 23.15 -0.689
H -18.88 6.98 25.47 0.089
C -19.28 4.93 25.90 0.776
O -15.72 7.91 21.85 0.012
H -14.55 10.12 18.39 0.470
S -11.98 10.97 22.25 1.268
H -19.18 8.36 18.28 0.313
H -15.60 8.13 25.22 -0.229
H -17.17 8.86 25.28 0.340
H -17.40 9.27 20.63 -0.546
H -11.81 6.84 23.20 0.439
C -17.63 9.01 19.61 1.959
H -10.77 8.03 21.43 0.436
H -14.11 2.87 21.79 0.479
C -17.09 5.67 15.92 -1.473
H -13.94 7.32 19.51 -0.134
H -18.15 5.88 15.74 0.433
H -15.37 5.54 25.73 -0.226
H -16.85 6.06 17.99 0.099
O -18.99 4.44 24.64 -0.850
O -16.96 6.89 23.44 0.115
O -16.63 5.86 21.57 -0.998
H -15.10 9.01 27.51 0.370
H -18.64 6.55 27.21 0.526
H -21.25 5.75 25.44 0.312
C -11.72 8.45 21.76 -0.666
H -13.20 5.37 26.96 0.412
C -13.24 5.90 26.01 -1.554
O -15.91 12.41 24.25 -0.648
V -18.02 5.15 23.04 0.872
O -17.63 11.41 25.69 -0.683
H -12.31 8.78 20.91 0.311
H -14.94 9.67 20.10 -0.381
H -18.93 4.18 26.64 0.169
O -14.23 3.96 25.07 -0.478
H -16.95 4.62 16.17 0.297
C -16.60 6.56 17.05 0.267
O -17.22 10.00 18.62 -0.395
C -17.33 10.47 23.24 0.001
H -12.86 6.62 21.82 -0.166
O -16.29 3.94 23.84 -0.426
S -15.04 3.25 23.93 1.148
S -14.14 5.89 17.63 1.377
H -17.15 7.50 17.11 0.296
S -16.40 11.26 19.11 1.193
C -14.42 5.41 25.21 1.230
H -14.07 11.21 19.63 0.478
H -17.76 9.50 23.51 -0.040
H -14.12 9.90 22.22 -0.421
H -13.31 7.72 23.11 -0.247
C -14.09 3.69 22.50 -0.517
O -16.29 12.12 17.99 -0.696
C -18.51 6.23 26.17 -0.190
H -16.60 8.05 27.56 0.328
C -20.76 5.10 26.17 -1.493
C -16.33 6.92 22.27 0.696
O -19.31 5.37 22.11 -0.624
H -17.44 6.09 26.02 -0.638
H -13.05 3.82 22.81 0.414
S -16.66 11.27 24.66 1.358
H -13.75 10.81 23.70 0.255
C -12.47 7.37 22.51 0.144
O -15.61 10.15 25.06 -0.267
H -14.54 5.87 24.23 -0.423
```

Output
E_LUMO (spin up / spin down) = 1.92 / 1.92 eV
charge = -1
largest force on an atom = 2.50 eV/A
2S+1 = 2
HOMO level (spin up / spin down) = -6.62 / -6.75 eV
relative energy (zero: lowest compared OMol25 entry of this formula, charge and spin) = 0.0 kJ/mol

***

C2H3MgO2Tl as an isolated structure, computed with ωB97M-V/def2-TZVPD.

The geometry in XYZ format:
```
9
Properties=species:S:1:pos:R:3:mulliken_charge:R:1
H 1.45 -0.65 -0.56 0.319
O -0.50 0.51 -2.63 0.083
Mg -0.86 -1.45 1.39 0.655
C 0.08 0.40 -1.68 0.463
O -0.04 0.19 0.66 -0.481
H -2.19 -2.49 1.60 -0.083
Tl -0.26 2.13 2.00 0.756
H 1.51 1.12 -0.39 0.299
C 0.82 0.25 -0.39 -0.010
```

Output
E_LUMO = -9.51 eV
charge = +2
largest force on an atom = 1.81 eV/A
HOMO level = -17.52 eV

***

CF3I2P as an isolated structure, computed with ωB97M-V/def2-TZVPD.

The geometry in XYZ format:
```
7
Properties=species:S:1:pos:R:3:mulliken_charge:R:1
F -1.78 -1.09 1.13 -0.130
F -0.60 0.19 -0.23 -0.074
I 1.99 -1.78 -0.23 0.030
I 3.05 1.67 -0.16 -0.009
C -1.58 0.16 0.74 0.384
F -2.68 0.66 0.11 -0.159
P 1.60 0.20 -1.36 -0.041
```

Output
E_LUMO (spin up / spin down) = -0.14 / -1.85 eV
largest force on an atom = 3.25 eV/A
2S+1 = 3
HOMO level (spin up / spin down) = -7.87 / -9.50 eV
relative energy (zero: lowest compared OMol25 entry of this formula, charge and spin) = 117.4 kJ/mol

***

C3H7ClF6IP2 as an isolated structure, computed with ωB97M-V/def2-TZVPD.

The geometry in XYZ format:
```
20
Properties=species:S:1:pos:R:3:mulliken_charge:R:1
H -0.66 0.46 0.77 0.057
P -3.58 -1.28 1.04 1.028
F -3.33 -2.87 1.40 -0.346
F -5.08 -1.54 1.66 -0.338
C 2.81 1.26 -0.67 -0.353
Cl -0.93 -0.70 -1.76 -0.252
H 1.07 1.41 -2.00 0.567
C 3.42 -0.13 -0.31 -1.093
F -3.65 -0.07 2.16 -0.346
H 3.09 1.98 0.10 0.358
H 3.72 -0.10 0.75 0.267
F -1.95 -1.26 1.38 -0.343
F -3.21 -0.07 -0.01 -0.311
P 0.28 -0.09 -0.14 0.196
I 0.53 3.20 -0.05 -0.013
H 4.36 -0.23 -0.89 0.324
F -4.23 -1.88 -0.35 -0.336
C 1.27 1.30 -0.93 -0.686
H 2.80 -1.00 -0.55 0.392
H 3.29 1.60 -1.60 0.230
```

Output
E_LUMO = 2.33 eV
charge = -1
largest force on an atom = 1.30 eV/A
HOMO level = -5.85 eV

***

A 2-piece molecular cluster, C4H4O2 overall, computed with ωB97M-V/def2-TZVPD.

The geometry in XYZ format:
```
10
Properties=species:S:1:pos:R:3:mulliken_charge:R:1
C -1.48 -2.72 0.50 0.247
C -0.16 -0.42 0.52 -0.070
H 0.66 2.96 -0.25 0.222
H 0.94 -0.48 0.44 0.308
O -0.72 0.66 0.56 -0.444
O 2.12 1.56 -0.42 -0.435
H 0.47 1.67 -1.59 0.265
H -2.03 -3.63 0.45 0.393
C 1.08 2.07 -0.75 -0.064
C -0.88 -1.67 0.54 -0.422
```

Output
E_LUMO = -0.25 eV
largest force on an atom = 0.59 eV/A
SMILES = C#CC=O.C=O
HOMO level = -10.02 eV
relative energy (zero: lowest compared OMol25 entry of this formula, charge and spin) = 272.2 kJ/mol

***

Table of DFT total energy (eV), in record order: -33050.911, -55866.256, -13138.162, -141282.836, -16336.640, -34677.135, -58736.203, -8304.256